# C30H60P2Si2V

A structure of composition C30H60P2Si2V in a non-equilibrium geometry (wB97M-V/def2-TZVPD, the OMol25 dataset).

Each line ends with the Mulliken spin population.
Element x y z (Å)
V1 1.3932 -0.1118 -0.9567  2.17
C1 -0.3731 -0.7646 0.1732  0.11
C2 0.1367 -1.8493 -0.6503  0.03
C3 1.6223 -1.5042 1.0939  0.06
C4 0.5221 -0.6281 1.2863  -0.13
C5 1.3878 -2.2846 -0.0738  -0.10
C6 -1.6616 -0.0522 -0.0449  0.05
H1 -2.2780 -0.5752 -0.7879  0.01
H2 -1.4755 0.9605 -0.4195  -0.05
H3 -2.2404 0.0339 0.8849  0.00
C7 0.2724 0.0861 2.5576  0.00
H4 -0.7810 0.3516 2.6663  0.00
H5 0.8745 0.9992 2.6243  0.00
H6 0.5567 -0.5331 3.4186  0.00
C8 2.6694 -1.7843 2.1103  0.00
H7 2.2246 -1.9595 3.0971  0.00
H8 3.3623 -0.9461 2.2244  0.00
H9 3.2617 -2.6670 1.8579  0.00
C9 2.1416 -3.5425 -0.3840  -0.01
H10 2.4054 -4.0607 0.5514  0.00
H11 3.0847 -3.3394 -0.9149  0.00
H12 1.5328 -4.2369 -0.9766  0.00
C10 -0.6274 -2.4990 -1.7512  0.00
H13 -0.1731 -3.4484 -2.0589  0.00
H14 -0.6958 -1.8537 -2.6391  -0.01
H15 -1.6566 -2.7051 -1.4274  0.00
C11 -4.1347 3.7071 -2.3242  0.00
C12 -5.1003 2.8277 -2.6102  0.00
C13 -5.4249 2.2163 -3.9373  0.00
C14 -4.4194 2.3685 -5.1277  0.00
C15 -3.1245 1.6220 -4.9732  0.00
C16 -2.3659 1.6761 -3.8438  0.01
C17 -1.9020 2.9748 -3.2435  0.01
C18 -2.9564 4.1086 -3.1695  0.00
H16 -6.4115 2.5682 -4.2808  0.00
H17 -4.2456 3.4295 -5.3486  0.00
H18 -5.5632 1.1379 -3.7822  0.00
H19 -3.2177 4.4342 -4.1832  0.00
H20 -4.1275 4.1964 -1.3435  0.00
H21 -5.7890 2.5432 -1.8018  0.00
H22 -2.4649 4.9598 -2.6683  0.00
H23 -1.5518 2.7699 -2.2170  -0.01
H24 -2.0162 0.7673 -3.3314  -0.01
H25 -1.0116 3.3232 -3.8054  0.00
H26 -4.9088 1.9531 -6.0221  0.00
H27 -2.7860 1.1141 -5.9022  0.00
P1 0.6981 0.9350 -3.8102  -0.02
C19 1.0266 2.3736 -5.0011  0.01
C20 0.3373 -0.1242 -5.4053  0.01
P2 2.7304 -0.6432 -2.5326  -0.11
C21 2.5022 0.9367 -3.5050  0.03
C22 2.0867 -2.0458 -3.5764  0.02
C23 4.4860 -0.9153 -2.9937  0.02
H28 1.5601 3.1884 -4.4940  0.00
H29 0.1048 2.7489 -5.4623  0.00
H30 1.6836 2.0085 -5.8113  0.00
H31 0.5817 0.4224 -6.3258  0.00
H32 -0.7401 -0.3233 -5.4493  0.00
H33 0.8626 -1.0753 -5.4657  0.00
H34 4.5372 -1.2871 -4.0333  0.00
H35 4.8866 -1.6751 -2.3069  0.00
H36 5.0478 0.0266 -2.9120  0.00
H37 2.6876 1.8342 -2.8753  0.02
H38 3.1496 1.0304 -4.3902  0.00
H39 2.3827 -2.9831 -3.0877  0.00
H40 2.5359 -1.9933 -4.5740  0.00
H41 0.9929 -2.0621 -3.6644  0.00
C24 2.1980 4.6009 0.1031  -0.01
Si1 1.5367 3.0230 0.8916  0.04
C25 1.8222 3.2426 2.7619  0.00
C26 -0.3276 3.0780 0.6690  0.01
C27 2.2758 1.4858 -0.0047  -0.13
Si2 4.1445 1.4141 0.4527  0.04
C28 4.6265 1.7967 2.2372  0.00
C29 4.9893 -0.2379 0.1716  0.03
C30 5.0006 2.6997 -0.6276  -0.01
H42 1.6154 5.4402 0.5166  0.00
H43 2.0498 4.5737 -0.9856  0.00
H44 3.2604 4.7750 0.3177  0.00
H45 2.5496 4.0576 2.9089  0.00
H46 0.8701 3.5651 3.2171  0.00
H47 2.1845 2.3653 3.3146  0.00
H48 -0.8181 2.1367 0.9447  0.00
H49 -0.5927 3.3339 -0.3654  0.00
H50 -0.7223 3.8631 1.3312  0.00
H51 2.1494 1.7209 -1.1034  -0.09
H52 4.0796 1.2029 2.9814  0.00
H53 5.6925 1.5368 2.3383  0.00
H54 4.5256 2.8564 2.5013  0.00
H55 5.4935 -0.2371 -0.7992  0.01
H56 5.7665 -0.3564 0.9422  0.00
H57 4.3360 -1.1174 0.2223  -0.01
H58 4.4959 2.8339 -1.5930  0.00
H59 5.0470 3.6723 -0.1180  0.00
H60 6.0317 2.3654 -0.8160  0.00

Cartesian forces (eV/Å) of the 6 atoms listed first:
V -2.01 1.28 5.44
C 0.68 -1.37 0.59
C 0.29 0.23 0.95
C -0.58 -0.15 -0.70
C -0.43 -0.41 -1.04
C -1.04 0.31 0.11

Properties
HOMO energy (spin up / spin down) = -10.182 / -10.194 eV
maximum force = 6.3 eV/Å
E_LUMO (spin up / spin down) = -3.532 / -3.029 eV
total charge = +1
2S+1 = 3

---

# C13H39NO13P4S2Si

A cluster of 3 separate species, C13H39NO13P4S2Si in total in a non-equilibrium geometry (wB97M-V/def2-TZVPD, the OMol25 dataset).

Each line ends with the Löwdin charge.
Element x y z (Å)
N1 -6.6581 4.2718 -0.4256  -0.01
C1 -6.5092 3.7885 -1.8088  -0.28
C2 -7.0967 2.3734 -2.0346  -0.19
C3 -6.0694 1.2445 -1.7298  -0.26
C4 -5.5433 1.2966 -0.2757  -0.30
Si1 -4.5486 -0.2386 0.2471  0.56
C5 -3.8230 0.1481 1.9619  -0.29
C6 -2.3201 -0.2175 2.1799  -0.30
C7 -1.4507 1.0541 2.4022  -0.53
S1 -1.5557 2.3103 1.0757  0.70
P1 -6.0856 -1.8607 0.5306  0.38
O1 -7.4448 -1.3057 0.5899  -0.31
O2 -5.7193 -2.7120 1.8746  -0.18
O3 -5.9253 -2.9262 -0.6999  -0.19
P2 -3.0687 -0.9288 -1.2769  0.10
O4 -1.9593 0.2392 -1.5428  -0.28
O5 -3.8650 -1.0658 -2.7246  -0.27
S2 -2.2986 -2.6617 -0.8887  0.27
H1 -7.2310 3.6473 0.1297  0.05
H2 -5.7587 4.2817 0.0410  0.05
H3 -5.4587 3.8465 -2.1317  0.11
H4 -7.0629 4.4845 -2.4600  0.10
H5 -7.4855 2.2283 -3.0511  0.11
H6 -7.9423 2.2551 -1.3361  0.11
H7 -6.5065 0.2626 -1.9679  0.10
H8 -5.1949 1.4085 -2.3808  0.10
H9 -6.3655 1.3540 0.4588  0.08
H10 -4.9292 2.1920 -0.1091  0.05
H11 -3.9436 1.2259 2.1294  0.05
H12 -4.4522 -0.3772 2.6928  0.07
H13 -1.9006 -0.8989 1.4324  0.05
H14 -2.2696 -0.7542 3.1412  0.11
H15 -1.8462 1.5228 3.3145  0.07
H16 -0.4126 0.7566 2.5846  0.07
H17 -2.8814 2.5382 0.8921  -0.17
H18 -6.2236 -2.3524 2.6201  0.08
H19 -5.8892 -3.8016 -0.2761  0.08
H20 -1.4606 -0.0626 -2.3230  0.07
H21 -4.8194 -1.1281 -2.5641  0.03
C8 5.7076 0.5711 5.2575  -0.12
O6 5.5598 0.9987 3.9077  -0.30
P3 4.1752 0.5164 3.1061  0.63
O7 3.2028 0.4711 4.2469  -0.26
O8 4.7676 -0.9580 2.7428  -0.25
C9 6.1674 -1.1703 2.5049  -0.10
O9 3.0646 0.3586 1.8496  -0.25
C10 2.4179 1.5852 1.4702  -0.12
H22 6.7417 0.7684 5.5420  0.09
H23 5.0526 1.1391 5.9143  0.09
H24 5.5075 -0.4967 5.3537  0.09
H25 6.6303 -1.5616 3.4108  0.09
H26 6.6820 -0.2632 2.1994  0.09
H27 6.2758 -1.9113 1.7139  0.09
H28 3.1535 2.3128 1.1255  0.08
H29 1.8587 1.9975 2.3127  0.08
H30 1.7284 1.3697 0.6555  0.08
C11 8.0067 -1.1233 -4.2582  -0.12
O10 6.6109 -1.0093 -4.0057  -0.31
P4 6.0407 -1.6703 -2.5789  0.63
O11 7.2322 -1.4613 -1.6916  -0.27
O12 5.9700 -3.1816 -3.1886  -0.24
C12 5.6835 -3.4190 -4.5705  -0.11
O13 4.9380 -2.1075 -1.3897  -0.22
C13 4.3398 -1.0181 -0.6672  -0.13
H31 8.1637 -0.8591 -5.3047  0.09
H32 8.5674 -0.4284 -3.6371  0.08
H33 8.3525 -2.1442 -4.0913  0.09
H34 6.6164 -3.5920 -5.1072  0.08
H35 5.1480 -2.5949 -5.0348  0.08
H36 5.0711 -4.3164 -4.6472  0.09
H37 3.7820 -0.3730 -1.3480  0.08
H38 5.1058 -0.4367 -0.1508  0.07
H39 3.6536 -1.4309 0.0665  0.09

Cartesian forces (eV/Å) of the 6 atoms listed first:
N 0.50 -0.07 0.12
C -0.80 -0.03 -0.45
C 0.57 -0.46 0.52
C 0.06 0.89 0.14
C -0.03 -0.66 -0.15
Si -0.26 1.62 0.91

Properties
HOMO energy = -9.014 eV
maximum force = 7.8 eV/Å
E_LUMO = -1.522 eV
SMILES = NCCCC[Si@@](CCCS)(P(=O)(O)O)P(O)(O)=S.COP(=O)(OC)OC.COP(=O)(OC)OC

---

# C5H8N2O

A structure of composition C5H8N2O in a non-equilibrium geometry (wB97M-V/def2-TZVPD, the OMol25 dataset).

Each line ends with the Löwdin charge.
Element x y z (Å)
C1 -1.7395 0.9054 0.3816  -0.29
C2 1.1397 0.4646 -0.7703  -0.33
C3 0.9864 0.0640 0.6969  -0.08
C4 -0.0546 -0.8669 0.0758  -0.25
C5 0.8876 -1.0308 -1.1537  -0.04
H1 -2.0437 -0.1507 1.9925  0.05
H2 -1.9644 1.9218 -0.0511  0.14
H3 1.9600 1.1284 -1.1649  0.17
H4 1.8507 -0.4477 1.1817  0.13
H5 0.6537 0.8305 1.4025  0.11
H6 -0.3889 -1.7528 0.6164  0.15
H7 1.6401 -1.7568 -0.9297  0.10
H8 0.4247 -1.1153 -2.1406  0.12
N1 -2.2454 0.7370 1.5275  0.11
N2 -1.0485 0.0644 -0.5287  0.00
O1 -0.0578 1.0050 -1.1361  -0.08

Cartesian forces (eV/Å) of the 6 atoms listed first:
C -1.28 1.66 -0.28
C 2.83 -0.65 -0.32
C 0.77 0.24 1.08
C -0.17 -0.62 -0.36
C -0.23 0.74 0.26
H 0.05 -0.11 -0.35

Properties
HOMO energy = -9.344 eV
maximum force = 2.9 eV/Å
E_LUMO = 0.906 eV

---

# H24NeO12

A structure of composition H24NeO12 (wB97M-V/def2-TZVPD, the OMol25 dataset).

Each line ends with the Löwdin charge.
Element x y z (Å)
Ne1 -0.2220 0.4009 -0.0203  0.07
O1 2.5168 0.9386 0.4061  -0.04
H1 1.8026 1.0471 1.0342  0.02
H2 3.2597 1.3897 0.8073  0.08
O2 0.2695 1.5026 2.5244  -0.05
H3 -0.3552 1.8504 3.1608  0.06
H4 0.2052 0.5523 2.6196  -0.03
O3 -2.6862 -1.1171 2.7972  -0.02
H5 -3.0213 -0.9220 1.9221  0.04
H6 -3.0114 -1.9970 2.9880  0.06
O4 0.0577 4.3348 1.1115  -0.05
H7 -0.8153 4.3089 0.7200  0.03
H8 0.2311 3.4301 1.3715  -0.02
O5 3.4774 -1.6109 0.9691  -0.05
H9 3.2439 -0.7326 0.6686  -0.03
H10 2.6774 -1.9467 1.3734  0.01
O6 1.0727 -3.6123 -0.8896  -0.06
H11 1.2388 -2.8926 -1.4984  -0.03
H12 1.3606 -4.3951 -1.3592  0.03
O7 -1.2551 0.2000 -3.0471  -0.05
H13 -0.5049 -0.3508 -2.8238  -0.01
H14 -2.0133 -0.3761 -2.9499  0.02
O8 0.1446 -1.2205 2.6206  -0.04
H15 0.4293 -2.0994 2.3700  0.06
H16 -0.8038 -1.2963 2.7256  0.00
O9 1.0463 -1.2293 -2.3724  -0.03
H17 0.8821 -0.8726 -1.4995  0.03
H18 1.9781 -1.0716 -2.5247  0.08
O10 -2.9573 -1.2718 -1.1926  -0.03
H19 -3.6587 -0.9212 -0.6437  0.04
H20 -2.4221 -1.7931 -0.5941  0.04
O11 2.2279 2.0402 -2.1871  -0.06
H21 1.6593 2.8066 -2.2620  0.03
H22 2.3620 1.9319 -1.2456  -0.03
O12 -2.7645 2.0234 -1.5438  -0.07
H23 -2.0783 1.4464 -1.8791  -0.03
H24 -3.5738 1.5250 -1.6572  0.02

Cartesian forces (eV/Å) of the 6 atoms listed first:
Ne -0.10 -0.02 -0.08
O 0.20 0.00 -0.36
H -0.49 0.20 0.43
H 0.31 0.23 0.20
O 0.14 0.69 -0.23
H -0.06 0.27 0.17

Properties
HOMO energy = -10.968 eV
maximum force = 0.9 eV/Å
E_LUMO = -0.568 eV

---

# C4H8O2

The molecule C4H8O2 (wB97M-V/def2-TZVPD, the OMol25 dataset).

Each line ends with the Löwdin charge.
Element x y z (Å)
C1 1.4170 0.7441 0.1243  -0.04
C2 0.6008 -0.5411 0.0012  -0.32
O1 0.0220 -0.8901 1.2709  -0.09
C3 -1.2868 -0.4839 0.8330  -0.12
C4 -0.8117 -0.4489 -0.6221  -0.30
O2 -1.1164 0.6781 -1.3942  -0.01
H1 0.8079 1.6007 0.4365  0.09
H2 2.1715 0.5860 0.9022  0.09
H3 1.9559 1.0090 -0.7949  0.09
H4 1.2322 -1.3445 -0.3977  0.14
H5 -1.5620 0.5142 1.1998  0.13
H6 -2.0579 -1.2092 1.1126  0.12
H7 -1.0940 -1.3548 -1.1727  0.15
H8 -0.2785 1.1405 -1.4989  0.07

Cartesian forces (eV/Å) of the 6 atoms listed first:
C 0.00 0.01 0.00
C 0.28 0.02 -0.16
O 0.05 -0.09 0.19
C -0.34 0.07 0.02
C 0.09 -0.29 0.11
O 0.19 0.13 -0.08

Properties
HOMO energy = -9.801 eV
maximum force = 0.4 eV/Å
E_LUMO = 0.903 eV
SMILES = C[C@H]1OC[C@H]1O

---

# C19H32FGaN7O2PSSi

A structure of composition C19H32FGaN7O2PSSi (wB97M-V/def2-TZVPD, the OMol25 dataset).

Each line ends with the Löwdin charge.
Element x y z (Å)
Ga1 0.9394 -0.3070 -0.0585  0.22
C1 1.6258 -2.7987 3.4631  0.01
C2 1.1714 -2.1591 2.1995  -0.21
N1 1.5601 -1.0303 1.7524  -0.04
N2 2.5742 -0.3033 2.3523  0.02
C3 3.3841 0.1716 1.4273  -0.79
N3 4.4782 0.8363 1.8509  0.11
S1 3.1751 0.0195 -0.3126  0.84
C4 0.2996 -2.8812 1.2311  -0.18
C5 -0.1999 -4.1414 1.4879  0.03
C6 -0.8661 -4.8204 0.4731  0.01
C7 -0.9995 -4.2147 -0.7613  0.00
C8 -0.4895 -2.9374 -0.9350  -0.08
N4 0.1366 -2.2777 0.0357  0.08
H1 2.2751 -2.1257 4.0127  0.08
H2 0.7674 -3.0627 4.0818  0.10
H3 2.1705 -3.7183 3.2449  0.11
H4 4.8514 0.5774 2.7528  0.12
H5 5.1395 1.1626 1.1643  0.11
H6 -0.0568 -4.5965 2.4559  0.13
H7 -1.2565 -5.8132 0.6465  0.13
H8 -1.4896 -4.7108 -1.5852  0.13
H9 -0.5936 -2.4299 -1.8853  0.11
C9 -2.1471 -0.3736 1.2925  -0.14
Si1 -2.3034 0.2217 -0.4705  0.54
C10 -3.3574 -0.9735 -1.4165  -0.13
C11 -2.9940 1.9470 -0.5081  -0.14
N5 -0.6040 0.3436 -1.2542  -0.05
C12 -0.5603 0.0904 -2.6954  -0.24
C13 -1.4544 0.6947 -3.5734  -0.03
C14 -1.3538 0.4898 -4.9398  -0.04
C15 -0.3554 -0.3268 -5.4547  -0.04
C16 0.5477 -0.9413 -4.6013  0.03
C17 0.4210 -0.7081 -3.2502  -0.22
F1 1.2925 -1.3263 -2.3932  0.00
H10 -2.8882 0.1573 1.8927  0.05
H11 -1.1806 -0.1799 1.7593  0.01
H12 -2.3707 -1.4382 1.3662  0.04
H13 -4.3839 -0.8181 -1.0787  0.06
H14 -3.1067 -2.0063 -1.1817  0.03
H15 -3.3518 -0.8500 -2.4971  0.04
H16 -4.0829 1.9024 -0.5507  0.06
H17 -2.6564 2.5394 -1.3567  0.03
H18 -2.7332 2.4799 0.4078  0.03
H19 -2.2270 1.3444 -3.1870  0.11
H20 -2.0546 0.9727 -5.6037  0.12
H21 -0.2789 -0.4881 -6.5199  0.12
H22 1.3389 -1.5815 -4.9629  0.14
N6 0.1235 3.2162 -1.2492  -0.01
C18 0.0148 3.7807 0.1033  -0.28
P1 1.0392 2.7333 1.1384  0.48
O1 2.4901 2.9951 0.9431  -0.31
O2 0.5206 1.3035 0.9625  -0.34
C19 0.7696 3.0718 2.9304  -0.15
N7 2.0279 2.5056 3.5187  0.13
H23 1.0773 3.3300 -1.5840  0.10
H24 -0.4606 3.7444 -1.8901  0.10
H25 -0.3779 1.3534 -1.1816  0.04
H26 -1.0235 3.7263 0.4405  0.08
H27 0.3617 4.8145 0.2009  0.11
H28 -0.0958 2.5851 3.3712  0.11
H29 0.7592 4.1395 3.1453  0.12
H30 2.2152 2.8376 4.4661  0.17
H31 2.7891 2.7834 2.8639  0.12
H32 2.0173 1.4686 3.5037  0.12

Cartesian forces (eV/Å) of the 6 atoms listed first:
Ga -0.14 -0.19 0.08
C 0.00 0.05 -0.03
C 0.04 0.13 -0.09
N 0.20 -0.15 0.24
N -0.07 -0.05 -0.13
C -0.11 0.12 0.06

Properties
HOMO energy = -14.271 eV
maximum force = 0.5 eV/Å
E_LUMO = -6.058 eV
total charge = +2

---

no.,molar mass (g/mol)
1,589.87
2,633.57
3,112.13
4,236.36
5,88.11
6,570.36